[1]
The following is a quantum chemistry calculation of 5 unconnected molecules or ions with the total composition C38H65BrClF4N2O15S2 in a non-equilibrium geometry, from the Open Molecules 2025 dataset.

Output
**Strongest force on any atom**: 0.0367 Eh/bohr
**Relative energy (zero: lowest compared OMol25 entry of this formula, charge and spin)**: 0.0 kJ/mol
**Total charge**: +1
**2S+1**: 1
**Frontier orbital gap**: 9.242 eV

The geometry in XYZ format:
```
128
C38H65BrClF4N2O15S2, DFT the ωB97M-V functional and the def2-TZVPD basis
C 4.09 6.69 1.78
C 2.95 5.69 1.96
C 2.57 4.96 0.65
C 2.51 3.45 0.80
C 3.86 2.75 0.67
C 3.71 1.23 0.80
C 4.73 0.41 -0.02
C 4.10 -0.29 -1.21
C 3.12 -1.39 -0.78
C 1.72 -1.23 -1.39
C 0.64 -1.84 -0.48
C -0.68 -1.07 -0.54
C -0.50 0.29 0.12
C -1.73 1.21 0.36
Br -2.68 1.29 -1.34
C -1.13 2.63 0.61
C -1.91 3.92 0.31
C -1.46 4.59 -0.99
C -2.53 5.52 -1.56
S -3.72 4.77 -2.63
O -3.14 3.71 -3.38
O -4.35 5.82 -3.37
O -4.75 4.21 -1.57
C -0.69 2.47 2.08
N -1.85 1.75 2.74
S -2.93 3.09 3.40
C -1.46 0.96 3.98
C -0.22 0.08 3.84
C 1.10 0.75 4.24
C 2.26 0.07 3.49
C -2.58 0.97 1.64
Cl -2.64 -0.79 1.97
C -4.05 1.38 1.49
C -4.99 0.99 2.65
N -6.09 1.96 2.64
H 4.84 6.29 1.09
H 4.61 6.85 2.72
H 3.72 7.64 1.40
H 3.23 4.96 2.72
H 2.08 6.22 2.32
H 3.26 5.22 -0.14
H 1.58 5.31 0.35
H 2.07 3.19 1.77
H 1.86 3.03 0.03
H 4.55 3.09 1.45
H 4.29 2.99 -0.30
H 2.69 0.95 0.55
H 3.87 0.99 1.86
H 5.52 1.07 -0.36
H 5.18 -0.35 0.63
H 4.92 -0.77 -1.75
H 3.62 0.43 -1.87
H 3.50 -2.36 -1.09
H 3.03 -1.35 0.31
H 1.70 -1.81 -2.31
H 1.51 -0.20 -1.68
H 1.01 -1.92 0.55
H 0.41 -2.84 -0.83
H -1.43 -1.68 -0.06
H -0.92 -0.98 -1.59
H 0.14 0.87 -0.54
H 0.07 0.15 1.04
H -0.19 2.76 0.09
H -2.99 3.79 0.27
H -1.73 4.61 1.12
H -1.19 3.86 -1.75
H -0.59 5.23 -0.81
H -2.11 6.31 -2.18
H -3.10 5.96 -0.74
H -5.38 3.65 -2.05
H 0.24 1.91 2.12
H -0.62 3.47 2.49
H -1.99 3.63 4.20
H -1.28 1.67 4.77
H -2.32 0.37 4.29
H -0.37 -0.75 4.52
H -0.15 -0.38 2.86
H 1.29 0.63 5.30
H 1.11 1.80 3.97
H 2.06 -1.00 3.39
H 2.36 0.45 2.48
H 3.21 0.16 4.01
H -4.14 2.44 1.28
H -4.42 0.86 0.61
H -5.37 0.00 2.43
H -4.49 1.02 3.61
H -6.89 1.58 3.13
H -6.42 2.06 1.68
C 2.82 5.67 6.21
C 2.04 6.94 6.49
O 0.90 6.77 5.66
C 0.69 5.44 5.52
O -0.32 4.96 5.09
O 1.76 4.74 5.92
F 2.71 8.04 6.10
H 3.46 5.78 5.34
H 3.41 5.33 7.06
H 1.72 7.06 7.52
C 0.35 -3.50 -4.60
C -0.64 -4.52 -5.12
O -1.05 -5.18 -3.93
C -0.92 -4.29 -2.91
O -1.40 -4.42 -1.83
O -0.17 -3.23 -3.29
F -0.06 -5.43 -5.95
H 1.35 -3.93 -4.52
H 0.39 -2.60 -5.20
H -1.51 -4.10 -5.62
C -2.16 -8.87 -7.08
C -0.65 -8.87 -7.01
O -0.28 -9.36 -8.28
C -1.27 -9.02 -9.16
O -1.17 -9.05 -10.33
O -2.38 -8.63 -8.48
F -0.19 -9.71 -6.04
H -2.57 -9.84 -6.81
H -2.62 -8.10 -6.48
H -0.20 -7.89 -6.86
C -0.42 -9.41 -2.50
C -1.77 -10.09 -2.48
O -1.44 -11.41 -2.09
C -0.29 -11.35 -1.34
O 0.12 -12.22 -0.66
O 0.29 -10.13 -1.50
F -2.36 -10.11 -3.70
H 0.07 -9.54 -3.47
H -0.46 -8.35 -2.26
H -2.48 -9.67 -1.76
```

---

[2]
The following is a quantum chemistry calculation of a molecular structure, C38H65CsN3O3S2Si in a non-equilibrium geometry, from the Open Molecules 2025 dataset.

Output
**Strongest force on any atom**: 0.0254 Eh/bohr
**Relative energy (zero: lowest compared OMol25 entry of this formula, charge and spin)**: 70.0 kJ/mol
**Total charge**: -1
**2S+1**: 1
**Frontier orbital gap**: 6.039 eV

The geometry in XYZ format:
```
113
C38H65CsN3O3S2Si, DFT the ωB97M-V functional and the def2-TZVPD basis
Cs -0.76 1.11 -0.98
C -3.72 1.11 -1.70
C -3.03 0.50 -2.78
C -2.33 1.55 -3.46
C -2.61 2.74 -2.76
C -3.46 2.48 -1.68
C -4.08 3.53 -0.77
C -5.39 4.05 -1.39
C -3.12 4.71 -0.59
C -4.40 2.93 0.61
C -1.48 1.57 -4.74
C -0.08 0.94 -4.56
C -1.22 3.02 -5.18
C -2.21 0.92 -5.92
C -3.19 -1.01 -3.02
C -3.50 -1.73 -1.69
C -4.37 -1.28 -3.96
C -1.94 -1.72 -3.56
H -4.39 0.59 -1.02
H -2.24 3.72 -3.03
H -5.19 4.49 -2.37
H -5.85 4.81 -0.75
H -6.09 3.23 -1.53
H -2.91 5.19 -1.54
H -2.17 4.38 -0.16
H -3.57 5.46 0.07
H -5.10 2.10 0.53
H -4.84 3.69 1.26
H -3.49 2.56 1.09
H 0.51 1.50 -3.83
H 0.47 0.96 -5.51
H -0.12 -0.10 -4.22
H -0.63 3.56 -4.44
H -2.15 3.56 -5.34
H -0.65 3.02 -6.11
H -2.38 -0.15 -5.78
H -1.63 1.04 -6.84
H -3.18 1.39 -6.06
H -4.47 -1.43 -1.28
H -2.74 -1.53 -0.94
H -3.53 -2.81 -1.86
H -5.28 -0.83 -3.55
H -4.54 -2.36 -4.09
H -4.21 -0.84 -4.95
H -1.07 -1.56 -2.91
H -1.66 -1.40 -4.57
H -2.12 -2.80 -3.60
C -1.54 5.27 2.56
N -1.09 4.21 3.44
C -1.71 3.88 4.64
C -1.01 2.88 5.18
N 0.03 2.58 4.31
C -0.01 3.41 3.21
S 1.00 3.43 1.87
C 1.05 1.64 4.66
C 1.50 1.59 5.93
C 2.39 0.50 6.27
C 2.87 -0.31 5.33
C 2.61 -0.09 3.85
N 1.41 0.76 3.71
H -1.53 6.22 3.09
H -2.55 5.06 2.20
H -0.86 5.31 1.71
H -2.60 4.38 4.97
H -1.17 2.31 6.08
H 1.17 2.31 6.67
H 2.67 0.35 7.30
H 3.55 -1.11 5.59
H 1.18 0.99 2.75
C 3.81 0.64 3.24
C 2.30 -1.43 3.12
C 1.04 -2.07 3.68
C 3.46 -2.43 3.25
O 2.08 -1.06 1.76
Si 2.13 -1.97 0.36
S 1.49 -0.89 -1.24
O 3.66 -2.63 0.24
C 4.83 -2.23 -0.46
C 4.67 -2.57 -1.94
C 5.08 -0.73 -0.27
C 5.97 -3.02 0.15
O 1.22 -3.30 0.78
C 1.09 -4.58 0.17
C -0.29 -5.08 0.57
C 2.17 -5.49 0.72
C 1.19 -4.48 -1.35
H 3.87 1.64 3.69
H 3.68 0.75 2.16
H 4.74 0.12 3.45
H 1.16 -2.27 4.75
H 0.84 -3.00 3.16
H 0.19 -1.41 3.55
H 3.58 -2.74 4.29
H 4.40 -2.01 2.88
H 3.25 -3.32 2.66
H 3.80 -2.06 -2.35
H 4.54 -3.65 -2.06
H 5.57 -2.27 -2.49
H 4.26 -0.15 -0.70
H 6.01 -0.44 -0.76
H 5.15 -0.50 0.79
H 5.76 -4.09 0.08
H 6.09 -2.76 1.21
H 6.91 -2.82 -0.37
H -0.39 -5.06 1.66
H -0.45 -6.10 0.22
H -1.06 -4.44 0.14
H 2.06 -5.61 1.80
H 3.16 -5.06 0.52
H 2.12 -6.48 0.26
H 0.48 -3.75 -1.74
H 0.98 -5.46 -1.80
H 2.19 -4.16 -1.66
```